Density functional theory data (ωB97M-V/def2-TZVPD) for C3H9OP in the gas phase in a non-equilibrium geometry.

Structure (XYZ):
```
14
Properties=species:S:1:pos:R:3
H 0.42 -1.63 1.36
C 0.56 0.67 1.19
H 1.64 0.57 1.10
H -1.44 1.34 -0.75
H 1.64 -0.56 -0.84
H 0.04 1.71 1.17
C -0.20 -0.31 0.07
H 0.30 0.35 2.29
H 0.12 -0.79 -1.97
O -0.22 -1.59 0.60
H -2.10 -0.42 -1.27
H 0.58 0.66 -1.71
C 0.65 -0.27 -1.15
P -1.99 0.27 -0.10
```

E_tot   -536.2226 Eh
Total charge   0
SMILES   CC(C)(O)P
Gap between HOMO and LUMO   10.55 eV

***

Density functional theory data (ωB97M-V/def2-TZVPD) for 2 unconnected molecules or ions with the total composition C3H9OPS in a non-equilibrium geometry.

Structure (XYZ):
```
15
Properties=species:S:1:pos:R:3
P -0.45 0.31 -0.06
H 3.15 0.05 -0.70
H 3.06 -0.60 0.93
H -2.05 -1.14 0.97
H -1.84 0.20 1.91
S 1.18 -1.07 -0.27
H -0.73 -1.00 1.92
H -2.45 0.37 -1.29
O 0.52 2.44 0.54
H -1.20 -0.82 -2.00
H 2.05 1.00 0.47
H -1.02 0.62 -2.46
C -1.49 0.08 -1.59
C 2.65 0.04 0.25
C -1.39 -0.48 1.35
```

E_tot   -934.2735 Eh
Total charge   0
Gap between HOMO and LUMO (alpha / beta)   8.41 / 8.45 eV

***

Density functional theory data (ωB97M-V/def2-TZVPD) for 2 unconnected molecules or ions with the total composition C3H9OPS in a non-equilibrium geometry.

Structure (XYZ):
```
15
Properties=species:S:1:pos:R:3
H -2.44 2.09 1.03
H -3.26 0.39 -0.28
H 1.29 -0.32 -2.00
H -1.07 0.92 -0.91
H -2.05 1.01 2.39
H 3.46 -1.45 -1.25
S 1.29 0.92 -0.03
H -0.80 1.72 1.33
C -1.79 1.31 1.35
P -1.89 0.14 -0.04
H 2.06 -2.37 -0.78
O -1.69 -1.27 0.23
H 2.73 -1.31 0.58
C 2.55 -1.45 -0.60
C 1.62 -0.34 -1.00
```

E_tot   -934.4284 Eh
Total charge   0
SMILES   C[PH2]=O.CC=S
Gap between HOMO and LUMO   8.55 eV

***

Density functional theory data (ωB97M-V/def2-TZVPD) for 2 unconnected molecules or ions with the total composition C3H9OPS2 in a non-equilibrium geometry.

Structure (XYZ):
```
16
Properties=species:S:1:pos:R:3
C -0.60 0.22 -0.31
H 1.56 -0.98 1.67
C -0.15 2.62 -0.89
H -1.57 -2.84 1.19
S 1.99 -4.70 2.11
H -0.60 3.17 -0.12
P 0.88 -3.15 1.32
H 1.36 1.15 -0.83
H 1.11 -5.61 1.43
H -1.62 0.30 -0.16
O 1.82 -1.91 1.78
H -0.33 -0.75 -0.22
S -0.88 -2.84 2.37
H 0.62 3.27 -1.27
C 0.25 1.23 -0.61
H -0.84 2.55 -1.61
```

E_tot   -1332.6367 Eh
Total charge   0
SMILES   OP(S)S.C=CC
Gap between HOMO and LUMO   8.94 eV

***

Density functional theory data (ωB97M-V/def2-TZVPD) for C3H9PS4 in the gas phase in a non-equilibrium geometry.

Structure (XYZ):
```
17
Properties=species:S:1:pos:R:3
H 0.17 3.90 0.33
H -0.93 -2.14 0.18
S 1.62 0.38 -0.29
H -0.91 2.68 1.20
H 1.85 -1.89 0.09
H -1.49 4.08 0.32
S -0.92 2.29 -1.21
H -1.92 -2.99 -1.18
C -1.03 -2.53 -0.85
P -0.53 0.39 -0.33
H 3.33 -1.11 0.59
C -0.81 3.30 0.30
H -0.15 -3.08 -1.07
H 1.76 -1.06 1.57
S -1.03 -0.94 -1.87
S -1.26 -0.16 1.62
C 2.23 -1.11 0.60
```

E_tot   -2053.8157 Eh
Total charge   0
SMILES   CSP(=S)(SC)SC
Gap between HOMO and LUMO   8.48 eV

***

Density functional theory data (ωB97M-V/def2-TZVPD) for 2 unconnected molecules or ions with the total composition C3H9S in a non-equilibrium geometry.

Structure (XYZ):
```
13
Properties=species:S:1:pos:R:3
C 0.79 -0.34 -1.08
C 0.11 -1.48 -0.19
H 0.48 0.67 -0.65
S -0.62 1.10 2.05
H -0.91 -1.69 -0.75
H 1.00 0.41 -3.22
H 0.08 -1.03 0.84
H -1.48 1.25 0.99
H 0.46 -1.41 -3.15
H 0.75 -2.38 -0.05
H -0.65 0.04 -2.60
C 0.50 -0.36 -2.61
H 1.87 -0.36 -0.96
```

E_tot   -517.7258 Eh
⟨S²⟩   0.7508
Total charge   -2
Gap between HOMO and LUMO (alpha / beta)   2.55 / 6.78 eV
Spin multiplicity   2

***

Density functional theory data (ωB97M-V/def2-TZVPD) for a gas-phase ion, C3H9S (charge +1) in a non-equilibrium geometry.

Structure (XYZ):
```
13
Properties=species:S:1:pos:R:3
H 0.65 1.39 1.11
H -0.18 1.59 -1.25
C 1.23 0.54 1.00
C -0.99 -1.21 0.62
C -0.20 0.56 -1.64
H 1.34 -0.01 1.93
H 2.19 0.77 0.76
H -1.40 -1.96 -0.09
H -0.72 -1.46 1.62
H -1.15 0.21 -2.09
H -1.65 -0.39 0.79
S 0.41 -0.59 -0.24
H 0.48 0.55 -2.51
```

E_tot   -517.5890 Eh
Total charge   +1
Gap between HOMO and LUMO   12.78 eV

***

Density functional theory data (ωB97M-V/def2-TZVPD) for a molecular structure, C3HAuO2 in a non-equilibrium geometry.

Structure (XYZ):
```
7
Properties=species:S:1:pos:R:3
O -0.99 -0.35 -0.17
C 0.52 -0.02 -2.70
C 0.83 0.39 -1.51
O 0.85 0.27 0.86
C 0.20 0.10 -0.21
Au -0.78 -0.25 1.73
H 1.97 0.50 -1.65
```

E_tot   -399.9248 Eh
⟨S²⟩   2.0127
Total charge   +2
Gap between HOMO and LUMO (alpha / beta)   7.63 / 6.76 eV
Spin multiplicity   3